Density functional theory data (ωB97M-V/def2-TZVPD) for 9 unconnected molecules or ions with the total composition C52H50F3IN2O5S in a non-equilibrium geometry.

Atoms and positions in Å:
O: 7.1467 1.4754 4.7794
C: 7.1465 1.5256 3.4218
I: 8.5079 0.2517 2.2568
C: 6.0763 2.6227 2.7511
N: 4.6976 2.0882 3.0630
N: 3.6993 3.0372 2.9347
C: 3.3096 3.6761 4.2480
O: 2.2935 4.5787 4.3382
F: 3.9625 3.3299 5.5475
C: 3.9651 4.0428 1.8391
O: 4.3735 5.2947 2.1795
F: 3.7671 3.8122 0.3767
S: 4.3251 0.6150 2.2028
O: 4.2657 -0.5809 3.2288
O: 5.2435 0.3099 0.9955
F: 2.7212 0.8359 1.5485
H: 6.3380 3.6498 3.2549
H: 6.3454 2.6136 1.5879
C: -2.5209 1.4643 0.3860
C: -1.2290 1.4330 0.9104
C: -0.2135 0.7662 0.2256
C: -0.4909 0.1263 -0.9826
C: -1.7849 0.1497 -1.5024
C: -2.7996 0.8197 -0.8196
H: -3.3104 1.9897 0.9164
H: -1.0133 1.9294 1.8532
H: 0.7939 0.7449 0.6329
H: 0.3005 -0.3911 -1.5177
H: -2.0026 -0.3540 -2.4411
H: -3.8073 0.8399 -1.2259
C: 2.1783 -2.4165 0.1051
C: 3.4701 -2.4478 0.6295
C: 4.4856 -3.1147 -0.0552
C: 4.2082 -3.7545 -1.2635
C: 2.9143 -3.7311 -1.7833
C: 1.8996 -3.0611 -1.1004
H: 1.3888 -1.8912 0.6356
H: 3.6859 -1.9514 1.5724
H: 5.4930 -3.1359 0.3521
H: 4.9997 -4.2719 -1.7985
H: 2.6966 -4.2348 -2.7219
H: 0.8918 -3.0410 -1.5068
C: 8.8908 -6.2327 3.4843
C: 8.2212 -5.0095 3.4993
C: 7.3197 -4.6946 2.4829
C: 7.0907 -5.6019 1.4482
C: 7.7673 -6.8212 1.4283
C: 8.6660 -7.1377 2.4466
H: 9.5881 -6.4805 4.2800
H: 8.4014 -4.3013 4.3042
H: 6.7954 -3.7426 2.4967
H: 6.3865 -5.3580 0.6577
H: 7.5935 -7.5260 0.6188
H: 9.1914 -8.0890 2.4322
C: -2.9535 -2.4312 3.8302
C: -3.7616 -3.5211 3.5079
C: -3.9119 -3.9094 2.1770
C: -3.2572 -3.2045 1.1668
C: -2.4565 -2.1088 1.4882
C: -2.3031 -1.7227 2.8195
H: -2.8312 -2.1330 4.8679
H: -4.2739 -4.0690 4.2948
H: -4.5391 -4.7610 1.9265
H: -3.3720 -3.5083 0.1300
H: -1.9508 -1.5555 0.7005
H: -1.6772 -0.8703 3.0700
C: -0.8196 4.8878 0.7702
C: 0.0562 4.8890 1.8555
C: 0.3333 6.0791 2.5277
C: -0.2624 7.2699 2.1116
C: -1.1310 7.2703 1.0205
C: -1.4111 6.0797 0.3506
H: -1.0405 3.9593 0.2509
H: 0.5226 3.9616 2.1782
H: 1.0133 6.0790 3.3756
H: -0.0488 8.1968 2.6367
H: -1.5909 8.1993 0.6923
H: -2.0898 6.0798 -0.4982
C: -4.7074 -1.9610 -3.3523
C: -5.6937 -1.7360 -4.3121
C: -5.4275 -1.9845 -5.6583
C: -4.1724 -2.4544 -6.0456
C: -3.1830 -2.6706 -5.0868
C: -3.4504 -2.4257 -3.7402
H: -4.9173 -1.7736 -2.3027
H: -6.6710 -1.3673 -4.0107
H: -6.1976 -1.8123 -6.4057
H: -3.9655 -2.6506 -7.0940
H: -2.2028 -3.0312 -5.3891
H: -2.6800 -2.5965 -2.9928
C: -2.8172 10.4477 -0.9593
C: -3.6253 9.3578 -1.2815
C: -3.7757 8.9695 -2.6125
C: -3.1209 9.6745 -3.6227
C: -2.3202 10.7702 -3.3013
C: -2.1668 11.1562 -1.9700
H: -2.6949 10.7459 0.0785
H: -4.1376 8.8099 -0.4946
H: -4.4028 8.1179 -2.8629
H: -3.2358 9.3707 -4.6594
H: -1.8145 11.3234 -4.0889
H: -1.5409 12.0086 -1.7195
C: -6.4664 -6.4123 -4.0505
C: -6.6243 -7.5952 -3.3291
C: -6.1335 -7.6897 -2.0272
C: -5.4802 -6.6019 -1.4476
C: -5.3140 -5.4220 -2.1724
C: -5.8081 -5.3261 -3.4730
H: -6.8548 -6.3366 -5.0625
H: -7.1312 -8.4439 -3.7815
H: -6.2598 -8.6107 -1.4640
H: -5.1000 -6.6743 -0.4324
H: -4.7996 -4.5761 -1.7230
H: -5.6806 -4.4059 -4.0368

Values from the calculation:
HOMO-LUMO gap ... 6.95 eV
E_tot ... -3492.321973 hartree
2S+1 ... 1
SMILES ... O=C(I)CN(N(C(=O)F)C(=O)F)S(=O)(=O)F.c1ccccc1.c1ccccc1.c1ccccc1.c1ccccc1.c1ccccc1.c1ccccc1.c1ccccc1.c1ccccc1
HOMO level ... -0.337 Eh


Density functional theory data (ωB97M-V/def2-TZVPD) for a molecular structure, C23H21ClN5Tc in a non-equilibrium geometry.

Atoms and positions in Å:
Tc: 0.3415 -0.1312 -0.6833
C: 1.1063 2.3061 0.8543
N: 1.4125 0.8385 0.8456
C: 2.8797 0.5108 0.7948
C: 3.0423 -0.7293 -0.0251
N: 2.0141 -1.2476 -0.7427
C: 2.5236 -2.3761 -1.4379
C: 1.9103 -3.2717 -2.2958
C: 2.7017 -4.2844 -2.7988
C: 4.0566 -4.4010 -2.4502
C: 4.6651 -3.5137 -1.5865
C: 3.8593 -2.5047 -1.0937
N: 4.1301 -1.4360 -0.2014
C: -0.2436 2.4934 0.2375
N: -0.7669 1.5590 -0.5896
C: -1.9636 2.0999 -1.1206
C: -2.8731 1.5887 -2.0321
C: -3.9482 2.3938 -2.3499
C: -4.1114 3.6644 -1.7739
C: -3.2051 4.1742 -0.8666
C: -2.1315 3.3566 -0.5607
N: -1.0131 3.5529 0.2863
H: 1.8400 2.8118 0.2285
H: 1.1801 2.7269 1.8552
H: 1.0482 0.4151 1.6919
H: 3.2770 0.3766 1.7989
H: 3.4170 1.3370 0.3317
H: 0.8636 -3.1916 -2.5672
H: 2.2687 -5.0077 -3.4779
H: 4.6413 -5.2101 -2.8675
H: 5.7106 -3.6092 -1.3149
H: 5.0270 -1.2508 0.2294
H: -2.7479 0.6149 -2.4938
H: -4.6776 2.0440 -3.0698
H: -4.9678 4.2629 -2.0526
H: -3.3333 5.1549 -0.4249
H: -0.8349 4.3890 0.8294
Cl: 0.7409 -1.7977 2.5399
C: -0.8577 -1.1235 2.5992
C: -1.3937 -0.8001 3.8195
C: -2.6491 -0.1874 3.8647
C: -3.3513 0.1193 2.6903
C: -2.8156 -0.2160 1.4750
C: -1.5722 -0.8954 1.3947
C: -1.1237 -1.4198 0.1287
H: -0.8506 -1.0241 4.7305
H: -3.0801 0.0563 4.8283
H: -4.3238 0.5952 2.7454
H: -3.3738 -0.0250 0.5625
H: -1.8816 -1.4254 -0.6645
H: -0.5662 -2.3627 0.1797

Values from the calculation:
HOMO-LUMO gap (alpha / beta) ... 5.42 / 5.77 eV
E_tot ... -1702.826565 hartree
Total charge ... +3
2S+1 ... 2
HOMO level (alpha / beta) ... -0.644 / -0.646 Eh
⟨S²⟩ ... 0.989
Relative energy (zero: lowest compared OMol25 entry of this formula, charge and spin) ... 0.487 eV


Density functional theory data (ωB97M-V/def2-TZVPD) for a molecular structure, C27H55AlCl2NO9 in a non-equilibrium geometry.

Atoms and positions in Å:
C: -3.1482 4.2691 4.0746
C: -3.3963 2.7685 3.9202
O: -2.5677 2.0948 3.3933
N: -4.6191 2.3146 4.4782
C: -4.4150 1.8837 5.8043
C: -3.1822 1.1138 6.2424
O: -5.2276 2.1471 6.6417
Al: -5.4692 0.9527 3.3932
C: -4.9662 1.3413 1.4682
C: -3.9001 0.4200 0.8640
C: -3.4649 0.7193 -0.6071
C: -4.3307 1.7436 -1.3521
C: -3.5084 -0.5778 -1.4401
C: -7.4725 1.3436 3.4972
C: -8.3243 0.3741 2.6598
C: -9.7137 0.1700 3.2839
O: -7.6796 -0.8624 2.3608
C: -4.9994 -0.9281 4.0503
Cl: -3.6440 -1.8745 3.3685
C: -5.6474 -1.5109 5.0216
C: -6.7891 -0.8934 5.7848
Cl: -5.2029 -3.1466 5.5966
H: -2.7146 4.6917 3.1722
H: -2.4256 4.3960 4.8849
H: -4.0729 4.7528 4.3777
H: -2.7244 1.6941 7.0471
H: -3.4197 0.1297 6.6376
H: -2.4199 1.0252 5.4725
H: -5.8879 1.2647 0.8826
H: -4.6431 2.3895 1.3885
H: -2.9980 0.3524 1.4717
H: -4.3375 -0.5820 0.8475
H: -2.4179 1.0407 -0.6498
H: -4.2507 2.7464 -0.9393
H: -4.0725 1.7108 -2.4130
H: -5.3738 1.4365 -1.2595
H: -3.1192 -1.4310 -0.8840
H: -2.9647 -0.4480 -2.3805
H: -4.5414 -0.8124 -1.7137
H: -7.8255 1.4701 4.5252
H: -7.5706 2.3303 3.0263
H: -8.5193 0.8657 1.7034
H: -9.6580 -0.0002 4.3634
H: -10.3374 1.0495 3.1439
H: -10.1943 -0.7070 2.8370
H: -8.0086 -1.5324 2.9734
H: -7.0976 -1.5922 6.5626
H: -7.6629 -0.7122 5.1693
H: -6.4306 -0.0035 6.3013
C: 4.0622 0.2437 -3.6953
O: 3.8957 0.9484 -2.4863
C: 3.8962 2.3539 -2.6718
C: 3.1306 3.0482 -1.5639
O: 1.7193 2.9728 -1.6988
C: 1.1026 1.7135 -1.4390
C: 1.0737 1.3477 0.0322
O: 2.3495 0.8800 0.4508
C: 2.5720 1.0938 1.8274
H: 5.0463 0.4526 -4.1316
H: 3.9920 -0.8219 -3.4808
H: 3.2708 0.5023 -4.4082
H: 3.4457 2.6135 -3.6373
H: 4.9407 2.6960 -2.6599
H: 3.3624 4.1149 -1.6239
H: 3.4519 2.7039 -0.5794
H: 1.5482 0.9230 -2.0443
H: 0.0696 1.8261 -1.7756
H: 0.3477 0.5411 0.1944
H: 0.7683 2.2233 0.6152
H: 2.4929 2.1594 2.0724
H: 3.5845 0.7628 2.0564
H: 1.8625 0.5206 2.4331
C: 9.8952 -4.5331 -7.2721
O: 9.6979 -3.8417 -6.0603
C: 9.6768 -2.4339 -6.2351
C: 8.8836 -1.7606 -5.1339
O: 7.4730 -1.8581 -5.2900
C: 6.8991 -3.1419 -5.0502
C: 6.8814 -3.5335 -3.5842
O: 8.1702 -3.9585 -3.1692
C: 8.3833 -3.7613 -1.7881
H: 10.8801 -4.3065 -7.6974
H: 9.8402 -5.5999 -7.0610
H: 9.1123 -4.2829 -7.9973
H: 9.2365 -2.1747 -7.2052
H: 10.7144 -2.0742 -6.2047
H: 9.0978 -0.6902 -5.1821
H: 9.1955 -2.1057 -4.1474
H: 7.3769 -3.9047 -5.6657
H: 5.8633 -3.0609 -5.3880
H: 6.1857 -4.3705 -3.4378
H: 6.5423 -2.6796 -2.9867
H: 8.2639 -2.7044 -1.5240
H: 9.4068 -4.0579 -1.5636
H: 7.6956 -4.3727 -1.1941

Values from the calculation:
HOMO-LUMO gap ... 7.14 eV
E_tot ... -2956.481943 hartree
Total charge ... -1
2S+1 ... 1
HOMO level ... -0.192 Eh


Density functional theory data (ωB97M-V/def2-TZVPD) for 2 unconnected molecules or ions with the total composition C4H11N3O2 in a non-equilibrium geometry.

Atoms and positions in Å:
H: -1.6479 -1.1606 0.1530
N: -0.7205 -1.0190 0.5463
C: 0.1304 -1.8472 0.1178
N: -0.0839 -3.0726 -0.5547
N: 1.4963 -1.7306 0.3756
C: 2.2772 -0.4774 0.4517
H: 0.6917 -3.3258 -1.1368
H: -1.0024 -3.3182 -0.8906
H: 1.9360 -2.4480 0.9239
H: 2.8841 -0.5828 1.3789
H: 1.6735 0.4185 0.4216
H: 3.0138 -0.5993 -0.3484
C: -1.9715 2.4584 0.3224
C: -1.1278 2.8740 -0.8297
O: -1.3185 3.6078 -1.7411
O: 0.0668 2.1654 -0.7648
H: -2.7991 3.0214 0.7110
H: -1.3349 2.4452 1.2366
H: -2.0739 1.3769 0.4579
H: -0.0894 1.2138 -0.8307

Values from the calculation:
HOMO-LUMO gap ... 9.90 eV
E_tot ... -473.734967 hartree
2S+1 ... 1
SMILES ... [H]/N=C(\N)NC.CC(=O)O
HOMO level ... -0.341 Eh
Relative energy (zero: lowest compared OMol25 entry of this formula, charge and spin) ... 1.845 eV


Density functional theory data (ωB97M-V/def2-TZVPD) for C5H10O in the gas phase in a non-equilibrium geometry.

Atoms and positions in Å:
C: 1.8682 0.0371 -0.6087
C: 0.8275 0.1557 0.4978
C: -0.4056 1.0433 0.1831
C: -1.3609 -0.0761 0.4670
O: -1.9216 -0.2834 -1.0480
C: -0.1709 -1.0300 0.6837
H: 2.3950 0.9888 -0.7527
H: 1.3847 -0.2222 -1.5577
H: 2.6195 -0.7302 -0.3824
H: 1.3409 0.3777 1.4470
H: -0.8451 0.7850 -0.9174
H: -0.5147 2.0787 0.5267
H: -2.2419 -0.0733 1.1040
H: -2.7165 0.2587 -1.2190
H: -0.1236 -1.5118 1.6683
H: -0.1349 -1.7981 -0.0914

Values from the calculation:
HOMO-LUMO gap ... 10.50 eV
E_tot ... -271.646150 hartree
2S+1 ... 1
SMILES ... C[C@H]1C[C@@H](O)C1
HOMO level ... -0.347 Eh
Relative energy (zero: lowest compared OMol25 entry of this formula, charge and spin) ... 2.897 eV


Density functional theory data (ωB97M-V/def2-TZVPD) for a molecular structure, C16H29N2O3OsP in a non-equilibrium geometry.

Atoms and positions in Å:
Os: -0.0291 0.2479 0.8632
C: -1.9279 -0.1732 0.6434
O: -3.0677 -0.3682 0.5143
C: -0.3426 1.9751 1.5106
O: -0.5326 3.0555 1.9182
C: 1.8902 0.3453 1.1759
O: 3.0315 0.3793 1.4136
C: -1.3576 1.2972 -2.2545
P: 0.1063 0.5135 -1.4161
H: 0.7285 -1.2794 -2.9062
H: -2.1954 0.6302 -1.9906
C: 1.5880 1.2393 -2.3032
H: 1.3163 1.2446 -3.3740
C: -1.1949 1.3032 -3.7761
H: -0.9013 0.3242 -4.1715
H: -0.4635 2.0544 -4.0988
H: -2.1619 1.5660 -4.2235
C: -1.6954 2.6899 -1.7063
H: -0.9481 3.4420 -1.9884
C: 0.9022 -2.0461 -0.8765
H: -1.7964 2.6874 -0.6136
H: -2.6624 2.9972 -2.1307
C: -1.2400 -1.8487 -2.2326
H: 0.7573 -1.5956 0.1543
H: 0.5267 -3.0724 -0.8143
H: 1.9840 -2.0713 -1.0526
C: 0.1560 -1.2703 -1.9698
H: -1.1555 -2.9382 -2.3402
H: -1.6848 -1.4536 -3.1547
H: -1.9221 -1.6469 -1.3971
C: 2.8485 0.3904 -2.1386
H: 3.1568 0.3300 -1.0884
H: 3.6573 0.8667 -2.7066
H: 2.7242 -0.6241 -2.5315
C: 1.8368 2.6829 -1.8578
H: 2.0010 2.7467 -0.7720
H: 1.0150 3.3567 -2.1269
H: 2.7418 3.0546 -2.3568
H: -0.1430 -4.6948 -0.0525
H: -0.1094 -4.5680 0.6881
C: -0.5533 -0.4797 6.3945
N: -0.4326 -0.8285 4.9912
C: -0.5660 -2.1021 4.4535
C: -0.4347 -1.9750 3.1055
N: -0.2114 -0.6300 2.8205
C: -0.2061 0.0350 3.9732
H: -1.5505 -0.7494 6.7703
H: 0.1904 -1.0226 6.9927
H: -0.4030 0.5972 6.5092
H: -0.7392 -2.9808 5.0524
H: -0.4933 -2.7294 2.3356
H: -0.0369 1.0959 4.1425

Values from the calculation:
HOMO-LUMO gap (alpha / beta) ... 7.46 / 5.11 eV
E_tot ... -1392.444031 hartree
Total charge ... +4
2S+1 ... 5
HOMO level (alpha / beta) ... -0.781 / -0.866 Eh
⟨S²⟩ ... 6.030